(1)
138
Properties=species:S:1:pos:R:3 method="wB97M-V/def2-TZVPD" e_tot_ev=-81714.5663 e_above_lowest_kcal_mol=15.54 orbital_gap_ev=8.9
O -5.75923 1.74104 -0.59512
O -4.10713 -3.92134 0.65282
O 5.70375 1.31317 -0.38998
O -1.89089 -4.77979 2.03376
O 9.87820 1.24928 1.33365
O -1.87915 -6.92948 -1.95963
O 4.12638 1.40657 -2.82303
O -3.59265 -1.75371 0.34461
O 1.37785 0.70481 0.30222
O 7.59969 0.35804 -1.36771
O 2.98214 -0.99252 0.36400
O -3.65454 0.95658 0.02458
O 9.04782 3.77225 0.52512
O 0.25423 -5.59047 -0.64490
C -1.85450 -4.61742 -3.51552
C -0.06380 -1.09585 3.19021
C -2.62568 0.63745 2.13093
C 4.68802 0.37983 -0.72027
C 0.65762 -3.13162 1.97557
C -3.96244 0.84792 1.40655
C -4.79794 4.51775 -2.97606
C -0.41601 1.72096 1.47219
C -4.42718 2.06153 -2.97481
C -1.20161 -4.45104 0.85590
C 9.29404 -1.01237 -0.42290
C -1.90484 -4.48665 -2.02964
C -3.31092 -3.04252 0.41696
C 3.58176 1.03605 -1.56999
C -8.88442 4.61994 -0.06788
C 8.23523 2.64738 0.23427
C -5.39720 -0.59135 -0.73998
C 9.18582 1.44764 0.12667
C 1.10958 -4.94962 0.27940
C -4.73961 0.80697 -0.86306
C 2.41134 0.05917 -1.72724
C -4.15045 1.00095 -2.23799
C -8.75188 4.56731 1.44991
C -6.33579 3.96310 1.19904
C -7.32588 4.91435 1.86236
C 8.37991 0.18118 -0.19265
C 0.24172 -4.09202 1.15321
C 6.72746 1.44999 -1.35308
C -1.03957 -5.68021 -0.06714
C 0.34114 2.98408 1.18234
C -1.68781 1.76861 1.85424
C -5.32683 3.16637 -2.50056
C 1.92818 -0.39678 -0.34950
C 3.38088 2.37011 -3.52481
C -4.93481 -1.29443 0.53358
C -5.42384 3.07443 -0.96746
C 0.94229 -0.17690 2.57278
C 5.07113 -0.86217 1.47000
C -1.77200 -3.33532 -1.38366
C -4.95240 -0.29951 1.69085
C -1.83708 -3.23630 0.11580
C 7.44595 2.77223 -1.06822
C 0.35621 0.43695 1.25805
C 4.07148 -0.11350 0.60266
C -7.88841 3.67478 -0.73415
C -0.21223 -2.38059 2.86665
C 8.34367 4.91545 0.94122
C 1.41256 0.87500 3.57276
C -6.45481 4.01685 -0.32634
C -2.05558 -5.75425 -1.21592
H -2.20173 -0.31225 1.81330
H -5.56882 -2.16395 0.74560
H -8.69839 5.64111 -0.41054
H -2.64251 -5.28826 -3.85190
H 4.57051 -1.23789 2.35857
H -7.99992 3.74568 -1.81730
H -3.84022 4.73350 -2.50715
H 1.80353 -0.76995 2.25482
H 1.85134 -4.37655 -0.28312
H 5.48599 -1.70217 0.91964
H 3.70679 0.77514 1.13882
H 9.89668 1.64562 -0.69193
H -4.65904 4.50442 -4.05495
H -9.45555 5.26350 1.91126
H -9.90038 4.34940 -0.36320
H 0.52237 3.05458 0.11120
H 10.21784 2.11332 1.60017
H 1.80855 0.38181 4.45853
H -6.32136 2.99906 -2.93059
H -6.53708 2.94164 1.52652
H -1.11092 -6.58698 0.55560
H 9.09469 5.63427 1.26464
H 0.58936 1.52011 3.87183
H 3.97341 2.63329 -4.39919
H -1.65841 -2.40128 -1.91408
H -5.49268 5.31732 -2.73456
H 2.41115 1.98127 -3.85272
H -4.00652 2.17266 -3.96480
H -2.82311 -4.92093 1.80854
H 2.74705 -0.80964 -2.29477
H -0.22423 3.85525 1.50274
H -4.40694 1.79683 1.74512
H 1.18139 -1.20291 -0.45098
H 1.71567 -2.90386 2.00129
H -8.09575 2.64512 -0.44026
H 7.72204 -0.01470 0.66465
H 7.53271 2.47523 1.06552
H 5.86916 -0.18977 1.76687
H 7.67401 4.68351 1.77788
H 1.58314 0.53625 -2.25043
H 3.23537 1.93544 -1.03744
H -0.73743 -0.64313 3.90383
H -1.96634 -3.64784 -3.99325
H -2.14009 2.74526 1.97978
H -5.96819 0.08710 1.77748
H 8.13274 2.99096 -1.88692
H 3.21539 3.26469 -2.91241
H -7.10091 5.94078 1.56220
H 9.90385 -0.83936 -1.30516
H 8.70117 -1.90879 -0.57718
H -0.31516 -0.31815 0.81869
H -0.90039 -5.04798 -3.81938
H -8.99536 3.56178 1.79991
H -0.94253 -6.98459 -2.18570
H -5.31666 4.22342 1.49635
H -5.14758 -1.20275 -1.60722
H 6.29373 1.46258 -2.36070
H -7.22475 4.85413 2.94818
H 5.12103 -0.46183 -1.27496
H 1.30910 2.98083 1.67490
H -3.47202 0.22700 -2.55793
H 7.75640 5.35196 0.12716
H -1.03194 -2.94820 3.28521
H 1.63284 -5.70162 0.89140
H -4.42773 3.30881 -0.55722
H -4.68368 -0.79722 2.62270
H 2.20233 1.48692 3.14419
H -2.83281 0.58810 3.20430
H -1.33226 -2.32180 0.43872
H -3.06990 -5.81195 -0.80207
H -6.47685 -0.44999 -0.70577
H -6.22298 5.03587 -0.65231
H 9.93520 -1.13850 0.44359
H 6.69822 3.56122 -1.00030

***

(2)
160
Properties=species:S:1:pos:R:3 method="wB97M-V/def2-TZVPD" smiles="COCCCCCCCCCCc1ccc2c(c1CCO[Si](C)(C)C)C(=O)c1cc(P(O)(O)=S)cc(C(F)(F)C(F)F)c1C2=O.COC(=O)OC.COC(=O)OC.COC(=O)OC.COC(=O)OC.COC(=O)OC.COC(=O)OC" e_tot_ev=-141148.3037 orbital_gap_ev=7.9
S 10.18926 -1.82195 1.52396
P 9.84328 -0.63948 0.05215
Si 6.09328 -1.79817 4.97369
F 4.94092 -1.99492 -3.60810
F 7.00940 -1.56268 -4.13129
F 6.17021 0.36805 -5.36481
F 5.68885 1.32358 -3.45039
O -2.97918 -2.79032 0.12707
O -8.13384 -4.39271 -1.26068
O 4.48948 -1.76501 5.42381
O -7.08083 -5.32543 0.50624
O -3.59913 -1.33743 -1.34381
O 0.20155 -1.26274 -7.14771
O 5.28290 0.69367 2.31803
O 0.84273 -6.41221 -2.02972
O -2.01270 8.61835 3.34308
O 10.29019 0.88068 0.21550
O -3.23874 11.46920 -0.25037
O -1.04272 -2.20802 -5.52186
O -5.63702 -1.95697 -5.77942
O -1.23264 10.54017 -0.71022
O -6.18884 -0.43733 -7.20927
O -9.15590 -4.44818 0.63914
O -2.59360 11.37048 -2.30780
O 10.64173 -0.91055 -1.29929
O -6.61732 -2.59720 -7.70933
O 1.02060 -1.71152 -5.09096
O 3.40067 -0.27291 -2.30823
O -4.02098 -3.52188 -1.72984
O 1.40796 -6.68942 0.03309
O 0.24292 -4.84146 -0.52493
C -1.06574 -1.52164 2.93900
C 6.95674 -2.81501 6.27740
C -2.15182 -2.21855 -6.42703
C -3.19592 2.91294 4.29865
C 6.88026 -0.09620 4.95887
C -2.06209 0.72408 3.64907
C -9.17975 -4.80618 2.02326
C 5.92715 -1.05588 -3.47146
C 3.49489 -0.50854 1.27397
C 7.16659 -0.29447 0.58485
C -3.57514 -2.63294 -1.04630
C -6.98649 -4.70571 -2.06262
C -6.75985 -0.06486 -8.46829
C -2.99988 11.21328 1.13914
C 4.87200 0.03076 1.39497
C 0.77654 -5.88317 -0.81783
C 8.10182 -0.58483 -0.40543
C -8.02954 -4.77672 0.00686
C 6.34328 -2.63394 3.31165
C 1.36673 -1.26968 2.14511
C -2.91602 -4.14917 0.58423
C 2.25866 -1.13024 -5.51697
C -2.54226 5.36719 4.71104
C -0.64760 8.35638 3.07236
C 6.31064 -0.82595 -2.02394
C 3.90842 -0.51702 -1.23526
C 5.81541 -0.29749 0.27869
C 1.42239 -6.22311 1.38472
C -2.68494 2.02411 3.16824
C 2.64708 -0.73875 2.38047
C 3.06105 -0.77344 -0.03787
C 3.10587 -0.51267 3.79713
C 3.41827 -1.84525 4.50789
C -1.61610 10.99753 -3.28248
C 0.42439 -1.60866 3.27410
C 7.66610 -0.83533 -1.70470
C 5.45720 0.23010 -4.22104
C -5.57571 -3.33241 -5.39240
C -3.39927 4.38522 3.90601
C 0.97669 -1.55235 0.83598
C -4.20776 -1.02269 -2.60193
C -6.19125 -1.74700 -6.97434
C -3.04374 6.80605 4.65174
C 1.79770 -1.30930 -0.24976
C 5.37279 -0.56710 -1.01936
C -2.25527 11.07458 -1.05274
C -2.85396 7.47720 3.28561
C -1.51345 -0.12520 2.50319
C 0.25753 -5.59786 -3.05311
C 0.07880 -1.69438 -6.03356
H -5.10848 -3.34671 -4.41028
H -2.49911 2.84965 5.13647
H -7.20719 -4.32667 -3.05612
H -0.80107 -5.43688 -2.85659
H 1.96651 -6.97454 1.94800
H -2.87501 10.14866 1.32376
H 6.45860 -3.70831 3.45532
H -2.26535 -0.19324 1.71687
H -4.14616 2.51669 4.65732
H -4.44519 4.66617 4.03544
H -2.40429 -1.20578 -6.73494
H -3.91020 -4.55667 0.76011
H -8.38119 -4.30181 2.56361
H 2.09562 -0.09184 -5.80125
H -1.33236 -2.26820 2.19478
H -3.80882 7.83685 2.90697
H -0.36355 7.34735 3.37433
H 7.96773 -3.06405 5.96127
H 10.46825 -1.80132 -1.62721
H 0.76700 -4.64244 -3.11786
H -3.51093 1.78079 2.49779
H 6.39222 -3.72462 6.47379
H -2.11535 11.74722 1.47987
H -6.83860 -5.78310 -2.10916
H 1.47912 -1.54388 -1.25373
H -10.14626 -4.47888 2.39332
H 2.93239 -1.17468 -4.67149
H -1.60579 -1.79952 3.84578
H -5.24786 -1.34330 -2.61755
H -2.37016 -4.76149 -0.12895
H -4.10065 6.80076 4.92071
H -6.68644 1.01697 -8.51345
H -9.07756 -5.88278 2.14273
H 5.52995 -2.48724 2.60038
H -2.97662 -2.65790 -5.87291
H -3.66404 -1.49274 -3.41916
H -1.92529 -2.82060 -7.30458
H -4.97321 -3.90519 -6.09518
H -6.09578 -4.21652 -1.68515
H 2.54493 -2.14683 5.08564
H -3.16832 4.50075 2.84605
H -2.45015 6.76012 2.56665
H 6.18637 0.72272 4.79004
H 4.40179 0.17846 -4.45846
H -1.44990 9.92233 -3.26700
H 8.38266 -1.02021 -2.48702
H -0.43464 8.48433 2.00963
H -2.02860 11.29856 -4.24037
H 9.83775 1.30284 0.95563
H 0.38822 -6.15256 -3.97685
H -2.52279 7.41675 5.38749
H 2.67540 -1.68173 -6.35760
H 0.01085 -1.99477 0.64301
H -0.67610 11.51417 -3.10002
H -2.36624 -4.10864 1.52001
H -2.51835 5.03222 5.74777
H 7.42444 0.08228 5.88494
H -1.24213 0.95699 4.33335
H 7.61462 -0.07342 4.15187
H -3.87694 11.57752 1.66480
H 3.95638 0.14952 3.84746
H -0.04982 9.06265 3.64198
H -4.15127 0.05691 -2.69307
H 7.45957 -0.09167 1.60426
H -1.52518 5.33163 4.31294
H 7.00593 -2.24473 7.20416
H 3.58443 -2.63642 3.77250
H -0.65813 0.40791 2.08288
H 0.40816 -6.12949 1.76890
H -2.80753 0.14088 4.19402
H -6.57557 -3.75788 -5.33496
H -7.80166 -0.37339 -8.52138
H 0.64329 -2.63155 3.59197
H -6.20316 -0.51375 -9.28803
H 1.92992 -5.26216 1.45304
H 0.61905 -0.98086 4.14140
H -1.93718 2.58542 2.60241
H 2.30295 -0.01981 4.34376
H 7.25814 -2.27673 2.83966

***

(3)
164
Properties=species:S:1:pos:R:3 method="wB97M-V/def2-TZVPD" e_tot_ev=-192252.1278 orbital_gap_ev=7.2 total_charge=-1
I 2.91588 -5.14628 0.83362
Ga 0.28483 -5.21456 0.88695
Cl -0.48562 -6.99954 -0.26108
P 0.60334 -6.59162 3.69282
O -0.95197 -12.76870 -3.73769
O 4.62596 -1.32089 8.54867
O -5.47827 -0.44584 -1.94793
O 1.92035 -5.92137 4.35819
O -4.53221 7.52083 -2.50715
O 4.49737 -3.07309 7.17372
O 2.17493 0.78989 5.13439
O -1.35158 -3.57586 -5.90495
O 12.58037 2.35443 5.74770
O -1.11843 13.66323 -1.74722
O -4.16498 8.73935 -0.66405
O 0.96514 -7.75216 2.84626
O -6.13742 -2.59478 -7.28302
O 9.38351 3.13039 9.17621
O -3.62651 4.02305 -3.97411
O 7.57957 1.82692 9.42454
O -5.24403 -3.72195 -8.99427
O -4.40331 2.99646 -5.80801
O -2.77992 -5.25929 -5.53122
O 10.49639 3.04091 5.28932
O 2.04821 2.77759 6.16122
O -0.29786 -7.13178 4.95367
O -0.23906 -10.83802 -2.85869
O 0.69996 -0.35652 -3.97085
O -1.83531 11.81542 -2.79088
O -0.44332 -3.71516 0.07783
O -4.43501 -1.83828 -3.35341
N -0.87754 -1.29834 -1.98850
C -6.08979 -2.98575 -8.57782
C 13.64987 2.77148 6.61341
C 11.54060 3.21792 5.84542
C -5.45674 -1.48066 -2.55575
C -5.79623 -3.74494 -3.18676
C -1.54798 -0.77844 -3.18735
C 8.74501 2.17108 8.83657
C 2.96340 3.70143 6.77148
C -1.35448 -12.27790 -1.38285
C -4.17192 9.81597 -2.84688
C -4.52602 7.74256 -3.93125
C -0.85499 -12.03292 -2.79412
C -4.56121 3.33630 -4.67062
C -6.53726 -2.54612 -2.59791
C -4.73371 -3.06754 -4.04231
C 3.95373 -2.10270 7.92862
C -7.25104 -2.37778 -9.33830
C -0.63355 0.16041 -3.99130
C 7.09984 0.57487 8.87992
C 3.46326 -3.80066 6.47114
C 2.44336 -2.15557 7.83261
C -7.30657 -1.79316 -7.04373
C 7.77023 0.45398 7.52327
C 2.71189 1.67159 5.73432
C -0.19070 -10.22291 -1.54713
C -3.09956 -6.04455 -7.72266
C -1.31658 -10.88101 -0.76648
C -3.26749 -6.40319 -6.25237
C -0.69689 1.56906 -3.39152
C -4.81192 9.22890 -4.10356
C 11.90030 4.35676 6.77412
C -1.43733 13.03299 0.49900
C 4.17406 1.77308 6.12180
C 0.30515 -3.32047 -1.08552
C 4.15606 2.85728 7.19718
C -1.93377 -4.53639 -6.31077
C -4.28954 8.68366 -1.85437
C -1.86079 -5.15421 -7.69257
C -0.29592 -5.28980 2.85848
C 2.19547 -3.55590 7.27446
C -5.56597 4.05863 -2.64182
C -4.05212 4.19663 -2.60748
C -0.72218 14.02298 -0.41128
C 13.42285 4.25988 6.84475
C -0.61870 -2.74024 -2.13121
C -5.76167 3.06493 -3.78440
C 9.09656 1.17192 7.75476
C -1.52757 12.37446 -1.77784
C -7.70229 -1.25071 -8.41034
C -1.50111 11.78738 -0.38181
H 0.78670 -4.20046 -1.53304
H -0.60761 11.16839 -0.28704
H -0.92985 12.88297 1.44960
H -1.56714 -3.29559 -2.14859
H 1.29255 -3.65101 6.67649
H 0.78839 -10.42103 -1.10792
H -3.82509 -3.65494 -4.12692
H 3.95930 2.40224 8.16947
H -2.44777 13.38695 0.70865
H 5.08207 3.42489 7.27225
H -5.98452 3.73591 -1.69099
H -1.49720 -1.14679 -1.20309
H -5.88961 9.40343 -4.08782
H -1.34897 -5.55885 2.92997
H -4.30558 -6.57332 -5.97308
H 1.13799 -0.00019 -4.74840
H -8.01836 -3.14339 -9.46401
H -0.66392 -12.96451 -0.88976
H 9.86343 0.49753 8.14148
H -5.09359 -2.82462 -5.04384
H -1.00830 15.05611 -0.22923
H 0.36461 13.94019 -0.34246
H 11.42489 4.16891 7.73983
H 3.73908 -4.85007 6.42484
H -8.76044 -1.00723 -8.48260
H 7.87105 -0.57426 7.18395
H 3.23344 4.46080 6.03381
H -1.57738 2.06693 -3.80350
H -3.11908 10.04124 -2.98975
H -3.72753 5.17255 -2.25783
H -3.00915 -6.91781 -8.36691
H -0.06526 -4.34386 3.35042
H -3.95267 -5.45700 -8.05950
H -6.92386 -2.02369 -10.31154
H 7.18601 0.99559 6.77681
H -1.87960 -4.37948 -8.45389
H -5.70869 2.02947 -3.44090
H -6.93018 -2.72928 -1.60157
H -5.28050 7.10555 -4.38800
H -0.79588 1.50742 -2.30677
H -3.58146 3.42321 -1.99732
H -3.54543 7.45863 -4.31786
H -0.32138 -9.15122 -1.64015
H 11.54986 5.30219 6.37021
H 1.99389 -1.99897 8.80958
H -5.31888 -4.31079 -2.38555
H -2.47099 -0.26191 -2.92373
H -1.14979 -10.86678 0.30802
H 13.58617 2.19513 7.53896
H 4.75157 2.07269 5.24580
H -0.93364 -5.72493 -7.76749
H 0.02042 -8.03586 5.08519
H -4.41964 9.63336 -5.03436
H -2.35070 -12.71193 -1.40228
H 0.22104 2.11534 -3.61205
H 4.53434 0.81866 6.49888
H -1.83926 -1.59973 -3.84932
H -6.68426 3.22431 -4.33654
H -7.33961 -2.19620 -3.25107
H 2.47510 -6.62661 4.71231
H -7.05470 -1.01215 -6.32971
H 3.39397 -3.41014 5.45566
H 2.46319 4.18529 7.60737
H -2.25513 -10.36195 -0.96734
H 2.11503 -1.37349 7.14428
H -2.38509 11.17868 -0.20534
H 1.08942 -2.61904 -0.79188
H 13.86849 4.83290 6.02975
H -6.01868 5.01805 -2.90148
H 13.85081 4.61586 7.77985
H 2.13309 -4.27097 8.09710
H 14.59776 2.55288 6.12700
H -4.68853 10.69882 -2.48115
H 7.38559 -0.23011 9.55880
H -2.67665 -7.27442 -5.96120
H -7.13217 -0.34642 -8.62635
H -6.42683 -4.42887 -3.75297
H -8.07944 -2.43364 -6.61145
H -0.98148 0.15940 -5.03026
H 6.01796 0.60065 8.80834
H 9.45742 1.68310 6.86746
H -0.15466 -2.87979 -3.10963